The following is a DFT calculation (ωB97M-V/def2-TZVPD) of a molecular structure, C32H30IN6O5V.

Net charge = +4
E_HOMO (alpha / beta) = -19.65 / -19.64 eV
Calculated total energy = -3182.123971 Ha
LUMO level (alpha / beta) = -15.4 / -15.4 eV

Last column: Löwdin charge in e.
Element x y z (Å)
V: 9.93717 12.13185 13.12079  0.947
C: 13.17030 10.96281 16.41959  0.038
C: 11.70685 11.11068 16.71669  -0.158
N: 11.28602 10.75270 17.97480  0.203
C: 10.04080 10.98805 18.30542  0.025
C: 9.11854 11.77085 17.54834  -0.108
C: 7.85161 12.15896 18.43707  -0.084
O: 6.97798 13.01679 17.56014  -0.076
C: 9.48082 12.18964 16.36092  -0.035
C: 8.87390 13.43486 15.66546  0.078
N: 8.75874 13.49046 14.35760  -0.006
C: 8.24614 14.68490 13.85164  -0.389
C: 7.10356 15.19909 14.33922  -0.055
C: 6.72470 16.42179 13.96368  -0.013
C: 7.59338 17.30449 13.33144  0.022
C: 8.76396 16.81124 12.82076  -0.115
C: 9.07292 15.54836 13.03513  -0.496
I: 11.03957 14.80070 12.51093  1.285
C: 10.80325 11.75841 15.84274  -0.170
O: 11.18153 11.90667 14.55913  -0.139
H: 13.51681 11.64809 15.61701  0.102
H: 13.75666 10.04171 16.42237  0.122
H: 13.57871 11.52505 17.28352  0.135
H: 9.76537 10.91444 19.32944  0.143
H: 8.11718 12.55796 19.51649  0.179
H: 7.25201 11.16723 18.74414  0.180
H: 6.17515 13.12918 18.06701  0.099
H: 8.57990 14.45608 16.07743  0.194
H: 6.49115 14.69637 15.05103  0.137
H: 5.76219 16.85295 14.37984  0.170
H: 7.22376 18.24366 13.11813  0.118
H: 9.44892 17.37510 12.15588  0.143
O: 8.13489 10.53562 6.93965  0.145
N: 9.09438 11.23924 6.77526  -0.372
O: 9.55843 11.73138 5.79237  0.194
C: 9.77296 11.53250 8.07624  -0.052
C: 11.00116 11.08779 8.18965  0.126
C: 11.59420 11.08593 9.58949  -0.055
C: 12.84278 10.51615 9.85110  0.087
C: 13.37224 10.49925 11.12945  0.080
C: 12.47538 10.92686 12.18625  0.019
N: 11.24618 11.47754 11.92270  -0.074
C: 10.82778 11.55552 10.62628  -0.159
C: 9.52233 12.12869 10.40216  -0.149
N: 8.85416 12.56913 11.50608  -0.051
C: 7.60445 13.10276 11.33632  -0.006
C: 7.00166 13.12165 10.05531  0.052
C: 7.64238 12.62144 8.93892  0.097
C: 8.95224 12.19676 9.13378  -0.013
H: 11.42642 10.56236 7.34674  0.162
H: 13.37369 10.16163 9.00254  0.145
H: 14.29898 10.07704 11.43792  0.130
H: 12.64721 10.82465 13.25558  0.115
H: 7.13345 13.49418 12.24982  0.123
H: 5.94229 13.40516 10.07784  0.150
H: 7.12232 12.62412 8.02363  0.140
O: 9.07940 10.60038 13.46743  -0.121
C: 9.03415 9.37401 14.05593  -0.273
C: 10.24456 8.67666 14.63329  -0.091
C: 10.47926 7.48693 13.75524  -0.167
C: 9.68837 6.19016 14.15721  -0.141
C: 8.23826 6.35410 13.76393  -0.143
C: 7.43183 7.46541 14.58461  -0.023
N: 7.92769 8.74253 13.98170  0.160
H: 9.97351 8.33453 15.63793  0.143
H: 11.04203 9.35375 14.88452  0.095
H: 11.51474 7.12210 13.89679  0.143
H: 10.33880 7.91947 12.79430  0.109
H: 9.93825 6.15495 15.20122  0.115
H: 10.18477 5.29600 13.66377  0.158
H: 7.63456 5.43865 13.84987  0.135
H: 8.13909 6.62452 12.73193  0.114
H: 7.75760 7.57140 15.63816  0.146
H: 6.41404 7.19701 14.33927  0.140
H: 7.27926 9.31823 13.45057  0.189

Cartesian forces (eV/Å) of the 3 atoms listed first:
-0.181 0.980 3.914
0.351 2.150 0.126
1.158 -0.981 1.826

The following is a DFT calculation (ωB97M-V/def2-TZVPD) of a single C32H30N2 molecule.

E_HOMO = -7.55 eV
Calculated total energy = -1346.822213 Ha
LUMO level = 0.6 eV
SMILES = C[C@](C#N)(c1ccccc1)[C@H](/C=C/N(Cc1ccccc1)Cc1ccccc1)c1ccccc1

Last column: Löwdin charge in e.
Element x y z (Å)
C: -2.44688 -0.05530 1.03059  -0.024
C: -1.67509 1.23370 0.65768  -0.289
C: -0.88468 1.66654 1.84228  -0.219
N: -0.03562 1.89267 2.62753  0.169
C: -2.62555 2.36038 0.30520  -0.181
C: -3.74236 2.13730 -0.52933  -0.041
C: -4.46594 3.18051 -1.12770  -0.080
C: -4.08997 4.50247 -0.83956  -0.102
C: -3.01667 4.79784 0.01478  -0.068
C: -2.30928 3.70988 0.58968  -0.025
C: -0.21968 0.84494 -0.39527  -0.159
C: 0.68512 -0.23660 -0.04763  -0.069
C: 0.35869 -1.57188 -0.07179  -0.128
N: 1.12397 -2.59837 0.32322  -0.143
C: 0.59974 -3.97085 0.44596  -0.109
C: -0.58398 -4.01391 1.36952  -0.223
C: -1.58671 -4.96663 1.13330  -0.055
C: -2.71619 -5.04722 1.93571  -0.084
C: -2.85153 -4.13723 3.00705  -0.088
C: -1.86047 -3.16902 3.27093  -0.074
C: -0.72073 -3.14088 2.44684  -0.046
C: 2.56543 -2.37715 0.60288  -0.096
C: 3.34952 -1.75873 -0.56386  -0.236
C: 4.30390 -0.77636 -0.31384  -0.058
C: 4.96577 -0.13123 -1.36075  -0.079
C: 4.68978 -0.52956 -2.67134  -0.099
C: 3.78332 -1.54973 -2.94167  -0.077
C: 3.12340 -2.16906 -1.86733  -0.044
C: 0.54140 2.07832 -0.87321  -0.184
C: 0.10221 2.85058 -1.96714  -0.049
C: 0.70705 4.04943 -2.29951  -0.089
C: 1.80096 4.50926 -1.53226  -0.087
C: 2.24035 3.76995 -0.41711  -0.083
C: 1.61455 2.57180 -0.10799  -0.060
H: -3.36013 -0.20606 0.43770  0.071
H: -1.78381 -0.89289 0.80410  0.043
H: -2.67582 -0.12989 2.11620  0.102
H: -4.05336 1.10700 -0.74869  0.099
H: -5.30914 2.96794 -1.78796  0.102
H: -4.64935 5.33842 -1.29745  0.104
H: -2.74581 5.83381 0.26532  0.107
H: -1.47946 3.95692 1.27880  0.114
H: -0.99612 0.52843 -1.14286  0.142
H: 1.61155 0.03695 0.53018  0.106
H: -0.61417 -1.85848 -0.52522  0.145
H: 1.42865 -4.56650 0.83388  0.124
H: 0.30697 -4.32956 -0.56011  0.129
H: -1.44658 -5.66499 0.30133  0.113
H: -3.48908 -5.80256 1.74660  0.105
H: -3.75054 -4.17506 3.63277  0.100
H: -1.97882 -2.45394 4.10722  0.113
H: 0.06556 -2.41381 2.68391  0.122
H: 2.67829 -1.72320 1.49343  0.126
H: 2.98839 -3.36912 0.81004  0.122
H: 4.50533 -0.48937 0.73849  0.122
H: 5.69217 0.65541 -1.14615  0.105
H: 5.20440 -0.02012 -3.50470  0.107
H: 3.57223 -1.86461 -3.96508  0.103
H: 2.40148 -2.98748 -2.06835  0.122
H: -0.70950 2.45780 -2.59501  0.117
H: 0.40560 4.59767 -3.20968  0.107
H: 2.31260 5.42099 -1.81489  0.092
H: 3.13593 4.10415 0.15356  0.112
H: 2.00871 1.98628 0.75674  0.107

Cartesian forces (eV/Å) of the 3 atoms listed first:
0.597 -0.471 -0.103
1.256 0.293 2.582
2.327 -0.047 1.557

The following is a DFT calculation (ωB97M-V/def2-TZVPD) of a molecular structure, C32H31BFN6O4S2SbY.

Net charge = +1
E_HOMO = -10.75 eV
Calculated total energy = -3067.271781 Ha
LUMO level = -2.4 eV
Energy above the lowest of the compared OMol25 structures with the same formula, charge and spin = 0.00 kcal/mol

Last column: Löwdin charge in e.
Element x y z (Å)
Y: -0.04003 -0.41341 -0.37903  1.318
C: 0.52988 3.57313 -3.43802  -0.013
N: 0.48390 3.52932 -1.98810  -0.112
C: -0.15561 4.45515 -1.18770  -0.032
C: -0.00853 4.03732 0.08833  -0.031
N: 0.71896 2.86603 0.06907  0.003
B: 1.20936 2.04792 1.29682  -0.519
N: 0.23839 2.18972 2.47707  -0.007
C: 0.51841 2.85796 3.65610  -0.037
C: -0.53731 2.70777 4.48111  -0.027
N: -1.46177 1.92976 3.80819  -0.111
C: -2.75479 1.50804 4.31895  -0.018
C: -0.97485 1.62423 2.58968  -0.684
S: -1.83547 0.69972 1.43130  0.695
C: 1.00680 2.56055 -1.20779  -0.714
S: 1.81504 1.14628 -1.75063  0.691
H: -0.47894 3.68485 -3.83356  0.096
H: 0.96399 2.64388 -3.79523  0.058
H: 1.14041 4.41047 -3.77181  0.102
H: -0.63181 5.32943 -1.59501  0.130
H: -0.34432 4.48289 1.00788  0.130
H: 1.22991 0.87355 0.94138  -0.022
H: 2.32131 2.33476 1.64009  0.103
H: 1.45329 3.36886 3.79810  0.128
H: -0.71321 3.06934 5.47800  0.127
H: -2.74298 1.58877 5.40269  0.098
H: -2.93564 0.47558 4.02743  0.059
H: -3.55093 2.13322 3.91661  0.101
C: 3.43472 -5.48623 5.40198  -0.078
C: 2.63164 -4.50628 5.96718  -0.081
C: 2.12352 -3.48687 5.17525  -0.150
C: 2.39889 -3.45126 3.80973  -0.396
C: 3.21444 -4.42919 3.25113  -0.126
C: 3.73067 -5.44295 4.04772  -0.077
Sb: 1.57234 -1.81193 2.71628  1.528
C: -0.49380 -2.41582 2.68513  -0.403
C: -1.23458 -2.23372 3.85279  -0.149
C: -2.60467 -2.44493 3.86360  -0.086
C: -3.26533 -2.80701 2.69532  -0.070
C: -2.54635 -2.97628 1.52565  -0.082
C: -1.16671 -2.79223 1.52444  -0.201
C: 1.96788 -2.50587 0.71027  -0.447
C: 2.64100 -1.64594 -0.16560  -0.244
C: 2.98026 -2.05870 -1.45412  -0.097
C: 2.66927 -3.34040 -1.86828  -0.056
C: 2.01518 -4.21274 -1.00377  -0.050
C: 1.66169 -3.80028 0.27053  -0.139
H: 3.83730 -6.27841 6.01909  0.108
H: 2.40797 -4.53037 7.02569  0.107
H: 1.51407 -2.71459 5.63354  0.084
H: 3.46154 -4.40567 2.19727  0.088
H: 4.36722 -6.19988 3.60812  0.108
H: -0.73877 -1.92843 4.76875  0.090
H: -3.16150 -2.32295 4.78456  0.110
H: -4.33672 -2.95741 2.70178  0.110
H: -3.04711 -3.24769 0.60603  0.109
H: -0.63148 -2.99832 0.60201  0.061
H: 2.94091 -0.65643 0.16796  0.070
H: 3.49095 -1.37455 -2.11961  0.106
H: 2.93460 -3.66558 -2.86529  0.117
H: 1.77910 -5.21868 -1.32587  0.116
H: 1.15002 -4.48843 0.93327  0.114
F: -6.28985 1.47967 -3.64165  0.125
C: -5.04782 1.37990 -3.18780  -0.179
C: -4.25030 0.38360 -3.57546  0.076
N: -2.94824 0.26195 -3.11295  0.026
C: -2.09130 -0.84461 -3.54674  0.009
C: -1.38801 -1.42599 -2.32813  -0.649
O: -2.02178 -1.49166 -1.24343  -0.062
O: -0.14366 -1.62454 -2.37935  -0.071
C: -2.45002 1.15481 -2.21768  -0.425
O: -1.29698 1.08085 -1.76407  -0.099
N: -3.27106 2.16458 -1.83807  0.252
C: -4.60077 2.39687 -2.23895  -0.368
O: -5.23245 3.32100 -1.80914  0.148
H: -4.59114 -0.37019 -4.27000  0.153
H: -1.33325 -0.49472 -4.24545  0.148
H: -2.71454 -1.59374 -4.03053  0.144
H: -2.89889 2.78069 -1.12386  0.164

Cartesian forces (eV/Å) of the 3 atoms listed first:
-0.196 0.350 -0.532
0.006 0.021 -0.037
0.014 0.013 0.020